Computed, not measured: C3H5N3 in the gas phase, with ωB97M-V/def2-TZVPD.

Each line ends with the natural charge from an NBO analysis.
Cartesian coordinates (Å):
H (-3.268, -0.030, -0.267)  0.31
N (-2.316, -0.184, 0.089)  -0.34
N (-1.549, -0.268, -0.881)  -0.13
C (-0.205, -0.585, -0.376)  -0.18
C (0.061, -0.200, 1.088)  -0.29
C (0.808, 0.314, 0.158)  0.20
N (1.940, 0.948, -0.244)  -0.79
H (0.154, -1.436, -0.982)  0.18
H (-0.564, -0.080, 1.955)  0.25
H (2.333, 0.485, -1.052)  0.38
H (2.606, 1.037, 0.512)  0.39

Results
SMILES string = [H]/N=N/[C@@H]1C=C1N
Largest force on an atom = 0.01740 Eh/bohr
Total energy = -7657.973 eV
Molecular weight = 83.09 g mol⁻¹
ΔE to the lowest compared entry with this formula, charge and spin = 4.483 eV